(1)
C44H33BCrF16N5O2P | wB97M-V/def2-TZVPD

HOMO level (spin up / spin down)   -0.158 / -0.158 hartree
Orbital gap (spin up / spin down)   5.8 / 5.8 eV

ORCA input file:
```
! RIJCOSX wB97M-V def2-TZVPD def2/J DEFGRID3
* xyz -1 2
Cr -1.220 -0.411 0.390
C -0.895 0.896 7.101
C -1.070 1.020 5.608
C -2.131 1.734 5.054
C -2.305 1.811 3.690
C -1.444 1.161 2.777
N -1.746 1.115 1.430
C -2.510 2.135 0.837
C -2.177 3.472 1.063
C -2.854 4.504 0.446
C -3.890 4.239 -0.438
C -4.614 5.351 -1.154
C -4.228 2.914 -0.665
C -3.569 1.856 -0.046
C -3.991 0.395 -0.273
O -2.954 -0.477 -0.436
C -4.873 0.164 -1.546
F -6.046 0.836 -1.585
F -5.211 -1.141 -1.628
F -4.215 0.470 -2.654
C -4.872 -0.073 0.955
F -6.136 0.389 0.916
F -4.954 -1.414 1.031
F -4.370 0.337 2.132
C -0.335 0.478 3.339
C -0.188 0.421 4.726
C 0.793 -0.102 2.471
O 0.517 -0.244 1.152
C 1.309 -1.499 3.011
F 2.202 -1.418 4.022
F 0.301 -2.268 3.473
F 1.901 -2.195 2.039
C 1.990 0.901 2.546
F 2.421 1.173 3.792
F 1.629 2.068 2.004
F 3.053 0.444 1.865
H -1.340 1.747 7.618
H 0.161 0.846 7.371
H -1.377 -0.009 7.482
H -2.846 2.225 5.708
H -3.152 2.351 3.289
H -1.342 3.682 1.720
H -2.552 5.529 0.635
H -4.488 6.298 -0.628
H -5.681 5.138 -1.236
H -4.225 5.476 -2.169
H -5.028 2.713 -1.360
H 0.661 -0.108 5.140
N -2.481 -3.897 2.113
C -2.872 -3.169 3.219
C -2.504 -1.885 2.973
N -1.898 -1.818 1.747
C -1.905 -3.038 1.253
C -1.390 -3.212 -0.088
N -0.913 -2.138 -0.674
C -0.638 -2.466 -1.972
C -0.937 -3.779 -2.165
N -1.424 -4.241 -0.956
H -2.636 -4.877 1.967
H -3.370 -3.619 4.059
H -2.633 -1.017 3.596
H -0.248 -1.736 -2.661
H -0.860 -4.413 -3.030
H -1.740 -5.176 -0.771
F -0.182 2.988 -1.587
B -0.581 1.826 -2.232
F -0.558 0.731 -1.220
F -1.864 1.919 -2.736
F 0.322 1.434 -3.224
C 7.099 -2.241 -0.619
C 6.465 -1.140 -0.053
C 5.174 -0.807 -0.428
C 4.485 -1.552 -1.391
C 5.136 -2.649 -1.953
C 6.428 -2.991 -1.569
P 2.718 -1.070 -1.736
C 2.451 -1.714 -3.438
C 2.118 -0.889 -4.514
C 1.787 -1.436 -5.747
C 1.784 -2.811 -5.932
C 2.069 -3.645 -4.857
C 2.373 -3.098 -3.620
C 3.073 0.712 -2.001
C 2.479 1.620 -1.136
C 2.805 2.970 -1.204
C 3.734 3.412 -2.130
C 4.342 2.504 -2.994
C 4.017 1.161 -2.927
H 8.105 -2.508 -0.317
H 6.982 -0.532 0.679
H 4.695 0.052 0.024
H 4.646 -3.238 -2.715
H 6.909 -3.853 -2.017
H 2.080 0.183 -4.376
H 1.515 -0.780 -6.566
H 1.537 -3.233 -6.899
H 2.040 -4.721 -4.982
H 2.524 -3.755 -2.769
H 1.745 1.270 -0.421
H 2.314 3.668 -0.539
H 3.989 4.463 -2.184
H 5.080 2.844 -3.711
H 4.508 0.454 -3.586
*
```

(2)
C31H54AsGeMoNOS3Si3 | wB97M-V/def2-TZVPD

HOMO level (spin up / spin down)   -0.041 / -0.009 hartree
Orbital gap (spin up / spin down)   5.4 / 4.5 eV

ORCA input file:
```
! RIJCOSX wB97M-V def2-TZVPD def2/J DEFGRID3
* xyz -2 3
Mo -0.308 -0.329 0.275
C 2.103 0.359 3.366
O 1.764 0.231 2.001
Si 2.871 0.285 0.758
C 3.579 2.032 0.806
C 4.349 -0.742 1.319
C 1.929 -0.241 -0.707
Si 2.268 -2.014 -1.142
C 4.056 -2.466 -1.646
C 1.958 -3.158 0.337
C 1.359 -2.650 -2.667
Si 2.173 0.871 -2.149
C 3.937 0.860 -2.864
C 1.894 2.722 -1.818
C 1.068 0.476 -3.618
H 2.664 -0.516 3.713
H 1.182 0.447 3.939
H 2.707 1.256 3.552
H 4.164 2.148 1.725
H 2.796 2.794 0.801
H 4.251 2.222 -0.036
H 4.757 -0.323 2.246
H 5.142 -0.721 0.566
H 4.082 -1.787 1.504
H 4.778 -2.385 -0.833
H 4.413 -1.857 -2.480
H 4.047 -3.511 -1.981
H 2.900 -3.578 0.710
H 1.306 -3.992 0.052
H 1.468 -2.618 1.150
H 1.989 -2.518 -3.555
H 0.403 -2.159 -2.843
H 1.164 -3.722 -2.553
H 4.690 0.833 -2.065
H 4.107 1.764 -3.462
H 4.109 -0.005 -3.510
H 2.826 3.222 -1.553
H 1.184 2.896 -1.008
H 1.508 3.206 -2.721
H 1.372 -0.444 -4.120
H 1.110 1.296 -4.345
H 0.030 0.346 -3.300
S -4.064 1.308 3.022
C -2.484 0.744 3.058
S -1.237 1.257 4.041
S -2.256 -0.609 1.850
C -2.068 -2.710 4.643
Ge -1.007 -3.113 3.039
C -1.988 -4.526 2.093
C 0.681 -3.904 3.674
C -0.659 -1.432 2.111
H -2.103 -3.572 5.316
H -3.087 -2.444 4.353
H -1.641 -1.856 5.174
H -2.409 -5.209 2.837
H -1.336 -5.093 1.425
H -2.800 -4.100 1.502
H 0.474 -4.789 4.282
H 1.223 -3.178 4.287
H 1.320 -4.191 2.836
H -0.154 -0.833 2.879
N -3.815 -5.035 -4.465
C -3.300 -4.293 -3.745
C -2.660 -3.372 -2.854
C -2.614 -2.004 -3.143
C -2.001 -1.119 -2.282
C -1.345 -1.508 -1.069
C -1.440 -2.918 -0.817
C -2.065 -3.807 -1.657
H -3.073 -1.647 -4.059
H -2.005 -0.075 -2.573
H -0.967 -3.309 0.072
H -2.095 -4.864 -1.411
C -1.492 2.879 -2.354
As -1.406 1.834 -0.689
C -3.344 1.647 -0.545
C -1.127 3.283 0.647
C -2.007 4.486 0.517
C -1.634 5.573 -0.276
C -2.459 6.682 -0.410
C -3.681 6.725 0.251
C -4.059 5.652 1.050
C -3.231 4.545 1.184
H -2.153 3.729 -2.194
H -1.913 2.232 -3.124
H -0.511 3.219 -2.678
H -3.835 2.561 -0.883
H -3.627 1.446 0.488
H -3.657 0.804 -1.161
H -0.075 3.565 0.592
H -1.279 2.781 1.604
H -0.681 5.541 -0.796
H -2.147 7.513 -1.032
H -4.328 7.587 0.148
H -5.005 5.675 1.578
H -3.528 3.713 1.819
*
```

(3)
C3H11N3S | wB97M-V/def2-TZVPD

HOMO level   -0.321 hartree
Structure (SMILES)   [H]/N=C/N.NCCS
Orbital gap   9.6 eV

ORCA input file:
```
! RIJCOSX wB97M-V def2-TZVPD def2/J DEFGRID3
* xyz 0 1
C 0.640 1.757 1.542
C -0.067 1.069 0.309
S -0.552 2.373 -0.880
N 1.043 0.734 2.490
H 1.478 2.365 1.163
H -0.143 2.409 2.000
H 0.583 0.345 -0.183
H -0.912 0.437 0.628
H -0.514 1.551 -1.986
H 2.076 0.751 2.580
H 0.705 0.953 3.441
N -1.165 -3.310 -1.398
C -0.068 -3.024 -0.590
N 0.749 -2.103 -0.915
H -1.952 -2.689 -1.218
H -1.512 -4.251 -1.177
H 0.063 -3.714 0.278
H 1.530 -2.182 -0.264
*
```

(4)
C22H26B2N8O4Pb | wB97M-V/def2-TZVPD

HOMO level (spin up / spin down)   -0.402 / -0.429 hartree
Orbital gap (spin up / spin down)   8.8 / 7.1 eV

ORCA input file:
```
! RIJCOSX wB97M-V def2-TZVPD def2/J DEFGRID3
* xyz 1 2
Pb -0.250 -1.196 0.025
C 0.754 3.146 1.000
C 0.776 2.033 0.165
N -0.095 1.118 0.590
N -0.703 1.625 1.688
C -0.192 2.837 1.957
B -1.754 0.805 2.500
N -2.802 0.183 1.516
C -4.139 0.212 1.646
C -4.702 -0.503 0.608
C -3.615 -0.957 -0.131
N -2.477 -0.539 0.423
N -0.981 -0.333 3.211
C -0.764 -0.636 4.503
C 0.123 -1.694 4.563
C 0.414 -1.987 3.235
N -0.246 -1.159 2.429
N -2.501 1.725 3.434
C -3.090 2.906 3.097
C -3.935 3.262 4.112
C -3.828 2.203 5.037
N -2.973 1.286 4.629
H 1.333 4.048 0.919
H 1.372 1.848 -0.714
H -0.533 3.402 2.808
H -4.602 0.734 2.467
H -5.747 -0.668 0.417
H -3.597 -1.556 -1.029
H -1.274 -0.089 5.276
H 0.495 -2.182 5.445
H 1.064 -2.743 2.823
H -2.877 3.395 2.160
H -4.541 4.148 4.180
H -4.327 2.084 5.986
C 1.808 -3.118 -3.348
O 1.756 -2.651 -2.003
C 3.051 -2.463 -1.455
C 2.947 -2.427 0.050
O 2.331 -1.246 0.564
C 3.236 -0.160 0.756
H 2.324 -4.081 -3.397
H 2.327 -2.402 -3.993
H 0.784 -3.240 -3.691
H 3.503 -1.547 -1.855
H 3.697 -3.305 -1.729
H 3.938 -2.540 0.497
H 2.328 -3.267 0.373
H 4.129 -0.508 1.280
H 2.727 0.580 1.368
H 3.525 0.288 -0.198
O -0.336 -0.671 -3.359
B 0.399 -0.381 -2.246
O 1.538 0.343 -2.495
C 1.533 0.494 -3.884
C 2.462 1.120 -4.679
C 2.204 1.105 -6.048
C 1.068 0.493 -6.570
C 0.134 -0.135 -5.748
C 0.404 -0.113 -4.402
H 3.341 1.594 -4.265
H 2.903 1.582 -6.721
H 0.905 0.506 -7.638
H -0.752 -0.612 -6.142
*
```

What did we get for E_tot? Answer: -139589.020; -211913.484; -18593.992; -49944.139 eV, in the order shown.
What did we get for energy relative to the best compared isomer or geometry (same formula, charge and spin)? Answer: 0.0; 131.5; 128.3; 0.0 kJ/mol, in the order shown.